# 1
{"formula": "C19H14ClI2NO2Se4V", "method": "wB97M-V/def2-TZVPD", "de_lowest_kj_mol": 0.0, "s_squared": 3.79, "e_homo_ha": [-0.054, -0.053], "homo_lumo_gap_ev": [5.4, 5.2], "total_charge": -2, "spin_multiplicity": 4, "e_tot_ha": -12543.15322, "lumo_energy_ev": [3.95, 3.75], "elements": ["V", "Cl", "C", "C", "C", "C", "O", "C", "C", "O", "C", "H", "H", "H", "H", "I", "C", "I", "H", "H", "Se", "Se", "Se", "Se", "C", "C", "C", "C", "N", "C", "C", "C", "C", "C", "C", "C", "H", "H", "H", "H", "H", "H", "H", "H"], "xyz": [[0.91, 0.02, -1.02], [1.27, 4.17, 5.29], [0.90, 3.30, 3.81], [-0.31, 3.61, 3.13], [-0.64, 2.97, 1.98], [0.22, 1.97, 1.38], [-0.13, 1.43, 0.30], [1.41, 1.68, 2.11], [2.29, 0.66, 1.66], [2.10, -0.01, 0.64], [1.73, 2.36, 3.31], [-0.97, 4.35, 3.56], [-1.56, 3.20, 1.46], [3.18, 0.43, 2.26], [2.66, 2.11, 3.82], [-0.18, -2.64, -3.50], [1.20, -1.12, -2.80], [2.67, 1.95, -2.07], [1.40, -0.52, -3.69], [2.10, -1.72, -2.61], [4.08, -2.58, 1.84], [5.04, -4.64, 2.09], [5.01, -3.87, -1.49], [4.15, -2.09, -0.50], [-0.88, -3.22, 1.23], [-2.23, -3.02, 0.97], [-2.63, -2.03, 0.10], [-1.67, -1.22, -0.52], [-0.37, -1.42, -0.24], [0.03, -2.40, 0.58], [-1.96, -0.15, -1.51], [-3.27, 0.10, -1.92], [-3.51, 1.07, -2.88], [-2.43, 1.78, -3.41], [-1.14, 1.52, -2.99], [-0.86, 0.55, -2.02], [-0.52, -3.99, 1.89], [-2.97, -3.64, 1.45], [-3.67, -1.88, -0.11], [1.10, -2.51, 0.72], [-4.11, -0.45, -1.51], [-4.52, 1.28, -3.21], [-2.61, 2.54, -4.17], [-0.31, 2.09, -3.40]]}

# 2
{"formula": "C17H18N2O4S", "method": "wB97M-V/def2-TZVPD", "de_lowest_kj_mol": 133.7, "e_homo_ha": -0.319, "homo_lumo_gap_ev": 9.2, "smiles": "Cc1ccc(CNS(=O)(=O)c2cc3c(cc2C)NC(=O)CO3)cc1", "e_tot_ha": -1467.28306, "lumo_energy_ev": 0.55, "elements": ["C", "C", "C", "C", "C", "C", "C", "H", "H", "C", "N", "S", "O", "O", "C", "C", "C", "C", "C", "C", "C", "H", "H", "H", "H", "N", "C", "O", "C", "H", "O", "H", "H", "H", "H", "H", "H", "H", "H", "H", "H", "H"], "xyz": [[-6.85, -1.07, -0.55], [-5.43, -0.83, -0.11], [-5.14, 0.21, 0.76], [-3.84, 0.43, 1.18], [-2.80, -0.38, 0.73], [-3.10, -1.42, -0.14], [-4.40, -1.64, -0.55], [-4.61, -2.45, -1.23], [-2.30, -2.05, -0.51], [-1.38, -0.08, 1.14], [-0.82, 1.02, 0.37], [-0.09, 0.63, -1.09], [-0.46, -0.68, -1.53], [-0.32, 1.74, -1.97], [1.64, 0.57, -0.62], [2.29, -0.64, -0.78], [3.64, -0.75, -0.47], [4.32, 0.39, -0.01], [3.64, 1.58, 0.16], [2.29, 1.70, -0.14], [1.56, 2.99, 0.06], [0.94, 3.19, -0.80], [2.26, 3.81, 0.21], [0.92, 2.92, 0.93], [4.19, 2.45, 0.51], [5.69, 0.28, 0.22], [6.36, -0.90, 0.21], [7.56, -0.97, 0.35], [5.47, -2.12, 0.08], [5.22, -2.45, 1.10], [4.28, -1.93, -0.67], [6.02, -2.92, -0.41], [6.22, 1.13, 0.37], [1.75, -1.48, -1.17], [-1.47, 1.78, 0.23], [-0.74, -0.94, 0.96], [-1.33, 0.20, 2.20], [-3.62, 1.25, 1.86], [-5.93, 0.85, 1.11], [-6.88, -1.71, -1.43], [-7.34, -0.13, -0.78], [-7.41, -1.56, 0.24]]}

# 3
{"formula": "C6H6NO7", "method": "wB97M-V/def2-TZVPD", "de_lowest_kj_mol": 127.6, "e_homo_ha": -0.150, "homo_lumo_gap_ev": 7.3, "smiles": "O=N[C@@]1([C@@H](O)CO)OC([O-])=C(O)C1=O", "total_charge": -1, "e_tot_ha": -813.63059, "lumo_energy_ev": 3.24, "elements": ["C", "C", "C", "C", "C", "C", "N", "O", "O", "O", "O", "O", "O", "O", "H", "H", "H", "H", "H", "H"], "xyz": [[-1.82, -1.88, -0.09], [-1.32, -1.14, -1.13], [-2.28, -1.16, 1.05], [-1.63, 0.38, -0.64], [0.76, 0.27, 0.20], [-0.30, 1.15, -0.60], [-2.50, 0.78, -1.65], [-0.76, -1.41, -2.18], [-2.69, -1.47, 2.11], [-3.70, 0.70, -1.50], [-2.18, 0.23, 0.64], [-1.89, -3.31, -0.09], [1.92, 1.04, 0.59], [-0.49, 2.36, 0.03], [0.50, -0.17, 1.15], [1.28, -0.35, -0.63], [0.28, 1.30, -1.61], [-1.59, -3.54, -0.95], [1.65, 2.00, 0.50], [-1.32, 2.49, 0.50]]}